(1)
This record from the Open Molecules 2025 dataset describes a molecular structure, C16H18ClF6GeHgIN2O5S2Se. The level of theory is ωB97M-V/def2-TZVPD.

Properties
* HOMO-LUMO gap (spin up / spin down): 7.26 / 6.21 eV
* charge: -1
* largest force on an atom: 0.0017 Eh/bohr
* LUMO level (spin up / spin down): 2.1 / 1.0 eV
* multiplicity: 2

Geometry (Å):
Hg: 1.17 -1.79 -2.10
Cl: 4.49 -4.37 3.00
C: 4.25 -2.87 2.13
C: 5.34 -2.18 1.69
C: 5.17 -0.98 0.98
I: 6.86 0.03 0.29
C: 3.92 -0.45 0.67
O: 3.81 0.61 -0.06
C: 2.78 -1.17 1.20
N: 1.55 -0.63 0.99
C: 0.49 -1.28 1.39
C: 0.54 -2.54 2.02
C: 1.76 -3.07 2.29
C: 2.94 -2.39 1.90
H: 6.33 -2.55 1.89
H: -0.48 -0.83 1.17
H: -0.38 -3.05 2.27
H: 1.85 -4.03 2.79
F: -4.58 1.21 0.19
C: -4.40 -0.05 0.61
F: -5.59 -0.65 0.58
F: -3.97 -0.01 1.87
S: -3.16 -0.87 -0.50
O: -2.13 0.13 -0.59
O: -3.90 -1.21 -1.68
N: -2.56 -2.07 0.32
S: -3.28 -3.45 0.59
O: -2.49 -4.18 1.54
O: -4.70 -3.37 0.77
C: -3.07 -4.42 -0.97
F: -3.97 -4.09 -1.89
F: -3.21 -5.72 -0.70
F: -1.85 -4.23 -1.48
C: 0.13 4.90 -1.44
Ge: -0.82 3.22 -1.06
C: -1.69 3.32 0.68
C: -2.07 2.83 -2.51
C: 0.50 1.74 -0.98
Se: 2.02 2.13 0.12
C: 3.13 2.93 -1.23
H: -0.57 5.74 -1.42
H: 0.60 4.87 -2.42
H: 0.90 5.08 -0.68
H: -2.39 4.16 0.71
H: -0.96 3.44 1.47
H: -2.25 2.40 0.84
H: -2.84 3.60 -2.56
H: -2.54 1.87 -2.32
H: -1.55 2.79 -3.47
H: 0.87 1.47 -1.97
H: 0.01 0.88 -0.54
H: 2.70 3.88 -1.55
H: 3.20 2.23 -2.06
H: 4.11 3.07 -0.80

---

(2)
This record from the Open Molecules 2025 dataset describes a molecular structure, C16H18F3N4ReS. The level of theory is ωB97M-V/def2-TZVPD.

Properties
* HOMO-LUMO gap (spin up / spin down): 6.92 / 6.50 eV
* charge: +3
* largest force on an atom: 0.0038 Eh/bohr
* LUMO level (spin up / spin down): -11.6 / -12.6 eV
* multiplicity: 2

Geometry (Å):
Re: 0.46 -0.62 -0.07
C: -2.20 -2.42 2.66
C: -1.99 -2.31 1.19
C: -3.10 -2.06 0.35
C: -2.98 -2.11 -1.02
C: -1.74 -2.40 -1.63
C: -0.63 -2.67 -0.83
C: -0.74 -2.58 0.59
H: -2.79 -3.33 2.85
H: -2.80 -1.59 3.04
H: -1.28 -2.50 3.22
H: -4.07 -1.89 0.80
H: -3.85 -1.97 -1.64
H: -1.67 -2.49 -2.70
H: 0.22 -3.17 -1.27
H: 0.04 -3.02 1.21
C: 2.49 3.29 -0.44
C: 1.54 2.15 -0.43
N: 1.87 0.93 -0.16
N: 3.20 0.60 0.07
C: 3.56 -0.66 -0.16
N: 4.78 -1.08 -0.02
S: 2.29 -1.77 -0.69
C: 0.13 2.26 -0.79
C: -0.50 3.44 -1.10
C: -1.84 3.42 -1.51
C: -2.48 2.21 -1.61
C: -1.79 1.05 -1.29
N: -0.52 1.05 -0.87
H: 3.18 3.27 0.42
H: 3.08 3.28 -1.36
H: 1.97 4.25 -0.39
H: 3.85 1.33 0.33
H: 5.55 -0.48 0.26
H: 5.01 -2.05 -0.19
H: 0.03 4.38 -1.03
H: -2.34 4.35 -1.75
H: -3.51 2.14 -1.94
H: -2.27 0.08 -1.36
F: -0.75 0.27 2.09
C: 0.54 -0.19 1.98
F: 0.71 -1.21 2.80
F: 1.35 0.79 2.38

---

(3)
This record from the Open Molecules 2025 dataset describes a molecular structure, C16H18F5N6O7P2S2V. The level of theory is ωB97M-V/def2-TZVPD.

Properties
* HOMO-LUMO gap (spin up / spin down): 6.95 / 7.73 eV
* charge: -1
* largest force on an atom: 0.0035 Eh/bohr
* LUMO level (spin up / spin down): 2.4 / 2.4 eV
* multiplicity: 4

Geometry (Å):
V: 0.54 0.83 1.05
F: -5.82 1.68 -0.66
C: -4.62 1.10 -0.66
C: -3.74 1.32 0.38
F: -4.08 2.13 1.40
C: -2.50 0.72 0.36
F: -1.69 0.98 1.42
C: -2.05 -0.10 -0.67
S: -0.42 -0.73 -0.74
C: -2.97 -0.30 -1.70
F: -2.65 -1.08 -2.74
C: -4.23 0.28 -1.70
F: -5.07 0.06 -2.71
N: 1.53 -2.77 0.72
C: 2.56 -2.13 1.63
C: 3.56 -3.22 2.01
P: 3.37 -0.87 0.54
O: 4.69 -0.45 1.35
O: 3.72 -1.63 -0.69
O: 2.48 0.34 0.45
P: 1.55 -1.61 3.09
O: 2.62 -0.83 4.01
O: 1.10 -2.87 3.74
O: 0.55 -0.63 2.54
H: 1.99 -2.98 -0.17
H: 0.73 -2.12 0.52
H: 1.15 -3.60 1.17
H: 4.07 -3.60 1.12
H: 3.06 -4.03 2.53
H: 4.31 -2.79 2.67
H: 5.46 -0.85 0.91
H: 2.80 -1.35 4.80
S: 1.04 2.65 2.84
C: 0.14 3.84 1.99
N: -1.18 3.91 2.13
C: -2.06 4.71 1.28
C: -1.31 5.95 0.81
C: 0.03 5.55 0.23
N: 0.75 4.73 1.20
H: -1.59 3.17 2.68
H: -2.94 4.98 1.86
H: -2.38 4.12 0.42
H: -1.16 6.64 1.65
H: -1.91 6.46 0.05
H: 0.63 6.42 0.01
H: -0.12 4.98 -0.69
H: 1.72 4.51 1.02
N: 1.69 2.00 -1.92
C: 0.45 2.42 -1.56
O: 0.08 2.33 -0.35
C: -0.40 3.00 -2.55
C: -1.71 3.38 -2.19
N: -2.78 3.70 -1.87
C: 0.04 3.15 -3.88
N: 0.44 3.30 -4.95
H: 2.16 1.39 -1.26
H: 1.88 1.87 -2.90

---

(4)
This record from the Open Molecules 2025 dataset describes a molecular structure, C16H18GaIN2O2Te. The level of theory is ωB97M-V/def2-TZVPD.

Properties
* HOMO-LUMO gap: 7.12 eV
* charge: +2
* largest force on an atom: 0.0206 Eh/bohr
* LUMO level: -7.2 eV
* multiplicity: 1

Geometry (Å):
Ga: -0.08 0.79 -1.62
C: 3.70 -1.46 -2.84
C: 3.22 -1.59 -1.43
N: 3.89 -2.36 -0.60
C: 3.51 -2.52 0.67
C: 2.43 -1.87 1.23
C: 2.11 -2.10 2.68
O: 0.71 -1.99 2.93
C: 1.70 -1.00 0.38
C: 0.74 -0.13 0.98
N: -0.03 0.72 0.36
C: -0.81 1.67 1.07
C: -1.47 1.36 2.26
C: -2.24 2.31 2.91
C: -2.39 3.58 2.37
C: -1.75 3.91 1.19
C: -0.98 2.95 0.56
I: 0.11 3.53 -1.20
C: 2.08 -0.91 -0.97
O: 1.40 -0.17 -1.87
H: 4.36 -2.30 -3.06
H: 2.88 -1.43 -3.54
H: 4.28 -0.54 -2.96
H: 4.12 -3.21 1.26
H: 2.48 -3.09 2.96
H: 2.66 -1.38 3.29
H: 0.46 -2.60 3.62
H: 0.71 -0.12 2.06
H: -1.39 0.35 2.66
H: -2.73 2.05 3.84
H: -3.01 4.32 2.87
H: -1.85 4.90 0.77
C: -3.70 0.57 -1.22
Te: -2.42 0.95 -2.90
C: -2.70 -0.96 -3.83
H: -3.42 -0.37 -0.73
H: -4.71 0.50 -1.62
H: -3.63 1.40 -0.53
H: -3.69 -0.93 -4.28
H: -2.62 -1.75 -3.09
H: -1.94 -1.07 -4.61

---

(5)
This record from the Open Molecules 2025 dataset describes a molecular structure, C16H18IN3O2Ru. The level of theory is ωB97M-V/def2-TZVPD.

Properties
* HOMO-LUMO gap (spin up / spin down): 8.45 / 5.29 eV
* charge: +2
* largest force on an atom: 0.0574 Eh/bohr
* LUMO level (spin up / spin down): -7.5 / -10.6 eV
* multiplicity: 5

Geometry (Å):
C: 1.72 1.01 2.39
C: 1.71 -1.12 2.39
H: 2.81 1.07 2.38
H: 1.33 0.85 3.40
H: 1.35 2.00 2.11
H: 1.70 -2.11 1.93
H: 2.74 -0.98 2.71
H: 1.02 -1.17 3.24
C: 0.72 2.59 -0.85
C: 0.87 3.41 -1.97
C: 0.76 2.82 -3.24
C: 0.53 1.46 -3.35
H: 0.79 2.97 0.17
H: 1.06 4.47 -1.82
H: 0.87 3.43 -4.14
H: 0.45 0.93 -4.30
N: 0.48 1.27 -0.96
C: 0.38 0.69 -2.18
C: 0.24 -0.76 -2.16
N: 0.22 -1.31 -0.92
C: 0.18 -2.65 -0.75
C: 0.17 -2.97 -3.14
C: 0.14 -3.52 -1.84
H: 0.17 -2.99 0.28
H: 0.10 -4.59 -1.66
C: 0.22 -1.58 -3.30
H: 0.26 -1.09 -4.27
H: 0.15 -3.61 -4.01
Ru: 0.84 -0.04 0.69
I: 3.29 -0.25 -0.21
O: -1.23 2.38 1.46
C: -1.69 1.28 1.69
C: -3.05 0.95 2.30
C: -3.08 -0.55 2.45
C: -1.75 -1.05 1.90
O: -1.35 -2.20 1.88
N: -1.04 0.06 1.45
H: -3.15 1.46 3.27
H: -3.83 1.31 1.63
H: -3.19 -0.86 3.49
H: -3.90 -0.99 1.86

---

(6)
This record from the Open Molecules 2025 dataset describes a molecular structure, C16H18N2O3. The level of theory is ωB97M-V/def2-TZVPD.

Properties
* HOMO-LUMO gap: 6.86 eV
* largest force on an atom: 0.2652 Eh/bohr
* LUMO level: 0.0 eV
* multiplicity: 1

Geometry (Å):
C: -2.67 -3.81 0.58
C: -2.01 -2.41 0.59
O: -0.96 -2.10 1.20
C: -2.85 -1.43 -0.12
C: -2.50 -0.25 -0.30
N: -1.53 0.25 0.63
C: -0.79 1.42 0.58
C: -1.57 2.82 0.42
O: -2.63 2.91 1.06
O: -0.96 3.81 -0.08
H: -1.59 4.85 0.10
H: -0.12 1.69 1.17
C: 0.19 1.32 -0.98
C: 1.17 0.46 -0.71
C: 0.92 -0.95 -1.18
N: 1.96 -1.71 -0.60
C: 3.01 -1.02 -0.13
C: 4.21 -1.20 0.38
C: 5.10 0.02 0.72
C: 4.46 1.26 0.92
C: 3.18 1.49 0.23
C: 2.34 0.55 -0.02
H: 2.84 2.62 0.39
H: 5.04 2.06 1.37
H: 5.98 -0.10 0.93
H: 4.72 -2.13 0.28
H: 2.11 -2.86 -0.81
H: 0.10 -1.24 -1.52
H: 0.62 2.41 -0.86
H: -0.43 1.31 -1.67
H: -0.99 -0.34 0.99
C: -3.36 0.88 -1.07
H: -3.91 1.54 -0.26
H: -2.71 1.45 -1.53
H: -4.01 0.31 -1.63
H: -3.76 -1.50 -0.57
H: -3.68 -3.83 0.78
H: -2.07 -4.49 1.27
H: -2.84 -4.05 -0.53

---

(7)
This record from the Open Molecules 2025 dataset describes C16H18N2O3S in the gas phase. The level of theory is ωB97M-V/def2-TZVPD.

Properties
* HOMO-LUMO gap: 8.38 eV
* largest force on an atom: 0.0219 Eh/bohr
* LUMO level: -0.4 eV
* multiplicity: 1

Geometry (Å):
C: -2.80 -4.12 0.93
C: -3.36 -2.77 0.49
O: -2.42 -1.73 0.70
C: -1.51 -1.52 -0.25
O: -1.42 -2.15 -1.27
C: -0.61 -0.38 0.12
N: 0.66 -0.60 -0.03
N: 1.55 0.33 0.25
C: 2.89 -0.07 0.01
C: 3.94 0.36 0.82
C: 5.23 -0.06 0.54
C: 5.48 -0.92 -0.52
C: 4.43 -1.36 -1.31
C: 3.14 -0.94 -1.05
C: 1.24 1.62 0.71
O: 2.09 2.46 0.91
C: -0.19 1.83 0.87
C: -1.10 0.88 0.58
S: -2.85 1.21 0.72
C: -3.15 2.08 -0.89
C: -2.43 3.42 -0.95
C: -2.81 1.18 -2.06
H: -3.56 -4.89 0.81
H: -1.94 -4.38 0.32
H: -2.50 -4.07 1.97
H: -3.63 -2.80 -0.57
H: -4.23 -2.49 1.08
H: 3.75 1.03 1.64
H: 6.04 0.28 1.16
H: 6.49 -1.24 -0.73
H: 4.62 -2.03 -2.13
H: 2.31 -1.28 -1.65
H: -0.48 2.81 1.24
H: -4.23 2.24 -0.84
H: -2.77 3.96 -1.83
H: -2.66 4.01 -0.07
H: -1.36 3.28 -1.03
H: -3.30 0.21 -1.97
H: -3.14 1.64 -2.99
H: -1.74 1.01 -2.13

---

(8)
This record from the Open Molecules 2025 dataset describes C16H18N2O3S in the gas phase. The level of theory is ωB97M-V/def2-TZVPD.

Properties
* HOMO-LUMO gap: 9.05 eV
* largest force on an atom: 0.0190 Eh/bohr
* LUMO level: 0.8 eV
* multiplicity: 1

Geometry (Å):
C: 0.86 2.73 3.93
C: 0.87 1.30 4.47
C: 0.96 0.29 3.35
O: 0.68 0.48 2.20
O: 1.41 -0.89 3.82
C: 1.42 -1.95 2.87
C: 0.06 -2.09 2.21
O: -0.98 -2.06 2.85
N: 0.12 -2.23 0.87
C: -1.05 -2.24 0.28
S: -2.58 -2.20 1.11
C: -3.39 -2.21 -0.44
C: -2.52 -2.24 -1.46
N: -1.21 -2.27 -1.05
C: -0.08 -2.16 -1.95
C: 0.08 -0.73 -2.41
C: 0.39 0.26 -1.48
C: 0.50 1.58 -1.88
C: 0.32 1.94 -3.21
C: 0.47 3.37 -3.64
C: 0.01 0.95 -4.13
C: -0.11 -0.37 -3.73
H: 0.07 2.84 3.20
H: 0.70 3.43 4.74
H: 1.81 2.96 3.45
H: 1.70 1.13 5.16
H: -0.06 1.09 5.00
H: 1.67 -2.85 3.43
H: 2.18 -1.77 2.10
H: -4.46 -2.19 -0.50
H: -2.73 -2.24 -2.51
H: -0.25 -2.82 -2.81
H: 0.80 -2.48 -1.40
H: 0.54 0.00 -0.44
H: 0.74 2.33 -1.15
H: 1.52 3.60 -3.82
H: 0.11 4.05 -2.86
H: -0.08 3.57 -4.55
H: -0.14 1.22 -5.17
H: -0.36 -1.12 -4.47

---

(9)
This record from the Open Molecules 2025 dataset describes a gas-phase ion, C16H18N2O4 (charge +2). The level of theory is ωB97M-V/def2-TZVPD.

Properties
* HOMO-LUMO gap: 7.98 eV
* charge: +2
* largest force on an atom: 0.0268 Eh/bohr
* LUMO level: -8.2 eV
* multiplicity: 1

Geometry (Å):
C: 0.17 4.05 4.02
O: -0.33 2.98 4.84
C: -1.51 2.44 4.40
N: -1.26 1.50 3.24
C: -1.48 1.93 1.99
C: -1.21 1.10 0.91
C: -0.71 -0.17 1.15
C: -0.39 -1.05 0.00
C: -1.23 -1.20 -1.10
C: -0.84 -2.01 -2.14
N: 0.33 -2.66 -2.12
C: 0.71 -3.48 -3.30
C: 1.12 -2.60 -4.47
O: 0.79 -2.89 -5.55
O: 1.91 -1.54 -4.13
C: 1.28 -0.29 -4.20
C: 1.75 0.70 -3.20
O: 0.46 -0.05 -5.00
C: 1.16 -2.55 -1.07
C: 0.82 -1.75 0.00
C: -0.52 -0.60 2.46
C: -0.80 0.27 3.49
H: 0.35 3.75 2.99
H: 1.12 4.34 4.45
H: -0.48 4.92 4.07
H: -2.27 3.16 4.12
H: -1.87 1.81 5.21
H: -1.86 2.92 1.82
H: -1.37 1.44 -0.10
H: -2.18 -0.68 -1.14
H: -1.47 -2.12 -3.01
H: 1.53 -4.14 -3.05
H: -0.16 -4.06 -3.59
H: 1.96 0.23 -2.24
H: 2.68 1.15 -3.55
H: 1.02 1.50 -3.13
H: 2.10 -3.07 -1.07
H: 1.49 -1.65 0.84
H: -0.15 -1.59 2.68
H: -0.67 -0.03 4.51

---

(10)
This record from the Open Molecules 2025 dataset describes a molecular structure, C16H18N4S2. The level of theory is ωB97M-V/def2-TZVPD.

Properties
* HOMO-LUMO gap: 8.13 eV
* largest force on an atom: 0.3699 Eh/bohr
* LUMO level: -0.1 eV
* multiplicity: 1

Geometry (Å):
C: -5.28 -2.55 -1.82
C: -4.83 -1.65 -0.77
C: -3.50 -1.82 -0.50
C: -2.88 -0.96 0.63
C: -3.71 0.16 1.35
C: -4.88 0.13 0.99
C: -5.35 -0.72 0.06
H: -6.51 -0.43 -0.49
H: -5.52 0.94 1.32
H: -3.24 0.59 2.09
N: -1.40 -1.15 0.88
C: -0.35 -1.68 0.45
S: -0.41 -2.58 -0.62
N: 0.72 -1.70 1.27
N: 0.85 -0.48 2.21
C: 1.47 0.57 2.00
N: 1.32 0.97 0.79
H: 1.23 0.20 0.02
C: 1.83 2.16 -0.03
C: 3.38 1.82 -0.46
C: 4.43 2.02 0.35
C: 5.85 1.50 -0.13
C: 5.88 1.24 -1.53
C: 4.87 1.19 -2.27
C: 3.44 1.76 -2.07
H: 2.55 1.59 -2.50
H: 4.83 1.17 -3.18
H: 6.80 1.06 -2.00
H: 6.63 1.58 0.63
H: 4.26 2.09 1.49
H: 1.97 2.90 0.80
H: 1.25 2.70 -0.72
S: 1.78 1.61 3.12
H: 1.02 -0.80 3.33
H: 1.56 -2.05 1.01
H: -1.28 -0.63 1.69
H: -2.82 -2.35 -0.98
H: -5.81 -2.10 -2.42
H: -5.85 -3.27 -1.45
H: -4.32 -3.02 -2.52

---

(11)
This record from the Open Molecules 2025 dataset describes a molecular structure, C16H18O6ReS2SbSe4. The level of theory is ωB97M-V/def2-TZVPD.

Properties
* HOMO-LUMO gap (spin up / spin down): 6.00 / 6.00 eV
* charge: +2
* largest force on an atom: 0.0049 Eh/bohr
* LUMO level (spin up / spin down): -8.6 / -8.6 eV
* multiplicity: 1

Geometry (Å):
Re: -0.36 0.12 -0.77
C: -2.11 4.39 -1.16
C: -1.35 3.19 -1.74
C: -0.12 3.67 -2.51
C: -1.04 2.26 -0.58
C: 0.22 2.24 0.08
C: 0.27 1.96 1.48
C: -0.84 1.54 2.19
C: -0.81 1.28 3.66
C: -1.98 1.24 1.44
C: -2.09 1.52 0.06
H: -2.37 5.08 -1.95
H: -1.49 4.92 -0.43
H: -3.03 4.09 -0.66
H: -2.04 2.67 -2.42
H: 0.46 4.37 -1.90
H: -0.44 4.21 -3.40
H: 0.54 2.87 -2.83
H: 1.07 2.73 -0.38
H: 1.22 2.07 1.98
H: -0.99 0.23 3.87
H: -1.58 1.86 4.17
H: 0.16 1.56 4.09
H: -2.82 0.75 1.93
H: -3.06 1.44 -0.42
O: -1.75 -2.67 1.53
S: -0.70 -2.19 0.71
O: -0.18 -0.82 1.11
O: -1.01 -1.92 -0.73
C: 0.62 -3.36 0.75
C: 0.52 -4.36 1.69
C: 1.50 -5.34 1.78
C: 2.58 -5.32 0.91
C: 2.69 -4.31 -0.04
C: 1.72 -3.34 -0.13
S: 1.93 -2.14 -1.41
O: 3.38 -2.11 -1.70
O: 1.22 -2.50 -2.63
O: 1.51 -0.81 -0.88
H: -0.33 -4.37 2.36
H: 1.42 -6.12 2.52
H: 3.35 -6.08 0.98
H: 3.54 -4.30 -0.71
Se: 3.23 0.03 -4.53
Sb: 3.41 -2.21 -3.98
Se: -0.63 0.35 -2.93
Se: 3.99 -4.38 -4.42
Se: -0.84 0.18 -5.03

---

no.,DFT total energy (Eh)
1,-7891.50570
2,-1614.54216
3,-4398.63314
4,-3370.42986
5,-1327.14158
6,-955.30366
7,-1353.90791
8,-1353.94986
9,-1030.38396
10,-1635.29640
11,-11791.90843